(i)
Density functional theory data (ωB97M-V/def2-TZVPD) for C6H15NO3 as an isolated structure.

Each line ends with the natural charge from an NBO analysis.
Positions of all 25 atoms, in Å:
1 C 1.18 0.88 1.71  -0.36
2 C -0.38 1.51 -0.93  -0.43
3 C -2.25 0.60 0.35  -0.43
4 N -0.84 0.48 -0.01  -0.16
5 O -0.15 1.01 1.62  -0.37
6 H 1.48 0.22 2.54  0.19
7 H 1.74 1.82 1.64  0.17
8 H 1.50 0.11 0.76  0.38
9 H 0.70 1.60 -0.85  0.23
10 H -0.64 1.22 -1.95  0.24
11 H -0.85 2.46 -0.67  0.21
12 H -2.49 -0.12 1.13  0.23
13 H -2.43 1.60 0.74  0.22
14 H -2.88 0.42 -0.52  0.22
15 C 2.12 -0.57 -1.38  -0.26
16 C -0.69 -1.99 0.63  -0.71
17 C -0.49 -0.98 -0.47  0.78
18 O 1.38 -0.81 -0.21  -0.72
19 O -0.72 -1.19 -1.65  -0.66
20 H 2.92 -1.30 -1.48  0.18
21 H 1.47 -0.64 -2.26  0.19
22 H 2.57 0.44 -1.37  0.15
23 H -0.09 -2.86 0.38  0.25
24 H -1.74 -2.29 0.65  0.22
25 H -0.40 -1.60 1.60  0.23

## Properties
HOMO-LUMO gap: 8.0 eV
E_HOMO: -8.5 eV

(ii)
Density functional theory data (ωB97M-V/def2-TZVPD) for C6H15NO3 as an isolated structure.

Each line ends with the natural charge from an NBO analysis.
Positions of all 25 atoms, in Å:
1 C 0.39 -0.43 -1.59  0.63
2 C 1.50 0.60 -1.60  -0.73
3 C 0.74 -1.76 -2.22  -0.73
4 C 0.87 -1.27 0.70  0.44
5 O -0.80 -0.08 -1.48  -0.67
6 O 0.05 -2.38 0.74  -0.73
7 O 2.01 -1.38 1.07  -0.63
8 H -1.08 0.91 0.00  0.44
9 H -0.81 -2.12 0.38  0.47
10 H 2.37 0.23 -1.06  0.26
11 H 0.91 -1.60 -3.28  0.23
12 H 1.65 -2.17 -1.78  0.25
13 H 1.17 1.54 -1.15  0.21
14 H 1.79 0.80 -2.63  0.24
15 H -0.08 -2.46 -2.12  0.23
16 C -2.05 0.42 1.76  -0.41
17 C -0.30 2.13 1.52  -0.41
18 N -0.86 0.87 1.02  -0.62
19 H 0.01 -0.08 0.94  0.29
20 H -1.75 0.15 2.78  0.21
21 H 0.04 1.99 2.55  0.21
22 H -2.46 -0.45 1.26  0.21
23 H -2.81 1.20 1.80  0.20
24 H 0.54 2.42 0.89  0.21
25 H -1.04 2.93 1.50  0.19

## Properties
HOMO-LUMO gap: 8.2 eV
E_HOMO: -7.5 eV

Computed energies relative to the best structure, in kcal/mol: (i) 75.4; (ii) 0.0

(i)
Density functional theory data (ωB97M-V/def2-TZVPD) for one molecule with the formula CH6OP2.

Each line ends with the natural charge from an NBO analysis.
Positions of all 10 atoms, in Å:
1 C 0.54 1.24 0.26  -0.96
2 P -0.14 -0.09 -0.83  0.83
3 O 1.31 -0.82 -1.14  -0.99
4 P -0.88 -1.41 0.76  -0.05
5 H -0.27 1.68 0.84  0.23
6 H 0.99 2.01 -0.36  0.24
7 H 1.29 0.81 0.92  0.23
8 H 1.31 -1.34 -1.94  0.50
9 H -2.12 -0.79 0.76  -0.01
10 H -1.30 -2.37 -0.16  -0.01

## Properties
HOMO-LUMO gap: 9.2 eV
E_HOMO: -8.3 eV
SMILES string: CP(O)#[PH2]

(ii)
Density functional theory data (ωB97M-V/def2-TZVPD) for a 2-piece molecular cluster, CH6OP2 overall.

Each line ends with the natural charge from an NBO analysis.
Positions of all 10 atoms, in Å:
1 C -0.44 0.19 1.10  -0.95
2 O 1.67 0.24 -1.26  -0.96
3 P -1.06 -1.60 -1.06  -0.02
4 P -1.37 0.36 -0.52  0.35
5 H -0.98 -0.11 1.90  0.23
6 H 0.05 1.21 1.22  0.23
7 H 0.37 -0.50 1.13  0.21
8 H 2.40 0.15 -2.02  0.49
9 H -1.69 -1.33 -2.28  -0.05
10 H 2.10 -0.07 -0.39  0.48

## Properties
HOMO-LUMO gap: 8.3 eV
E_HOMO: -8.7 eV

Computed energies relative to the best structure, in kcal/mol: (i) 0.0; (ii) 42.7

(i)
Density functional theory data (ωB97M-V/def2-TZVPD) for one molecule with the formula C8H15NO2.

Each line ends with the natural charge from an NBO analysis.
Positions of all 26 atoms, in Å:
1 C -0.06 2.58 1.13  -0.25
2 O -0.49 1.26 0.85  -0.55
3 C 0.30 0.48 0.01  0.48
4 C 0.42 1.02 -1.40  -0.67
5 N 1.74 0.33 0.63  -0.68
6 C 1.81 -0.69 1.51  0.68
7 O 2.78 -0.97 2.19  -0.61
8 C 0.48 -1.42 1.47  -0.51
9 C -0.18 -0.99 0.15  -0.06
10 C 0.36 -1.86 -0.99  -0.61
11 C -1.70 -1.08 0.19  -0.61
12 H -0.04 3.21 0.24  0.17
13 H 0.92 2.58 1.60  0.18
14 H -0.80 2.98 1.83  0.20
15 H 0.68 2.08 -1.39  0.22
16 H -0.55 0.91 -1.90  0.22
17 H 1.18 0.49 -1.96  0.23
18 H 2.47 1.01 0.50  0.41
19 H 0.62 -2.49 1.55  0.23
20 H -0.11 -1.07 2.32  0.24
21 H -0.06 -1.57 -1.95  0.21
22 H 0.09 -2.90 -0.80  0.22
23 H 1.45 -1.79 -1.04  0.22
24 H -2.13 -0.75 -0.76  0.20
25 H -2.10 -0.45 0.98  0.23
26 H -2.01 -2.11 0.36  0.21

## Properties
HOMO-LUMO gap: 10.0 eV
E_HOMO: -9.4 eV
SMILES string: CO[C@@]1(C)NC(=O)CC1(C)C

(ii)
Density functional theory data (ωB97M-V/def2-TZVPD) for one molecule with the formula C8H15NO2.

Each line ends with the natural charge from an NBO analysis.
Positions of all 26 atoms, in Å:
1 N 0.22 2.54 -3.09  -0.84
2 C -0.35 1.21 -2.89  -0.20
3 C -0.57 0.83 -1.42  -0.43
4 C -0.78 -0.69 -1.28  -0.39
5 C 0.00 -1.33 -0.13  -0.40
6 C 0.01 -0.51 1.15  -0.35
7 C -0.19 -1.40 2.40  -0.41
8 C 0.38 -0.44 3.48  -0.07
9 O 1.27 0.45 2.82  -0.52
10 C 1.39 -0.02 1.54  0.81
11 O 2.38 -0.08 0.96  -0.53
12 H 1.22 2.47 -3.18  0.36
13 H -0.01 3.18 -2.35  0.35
14 H 0.31 0.50 -3.38  0.18
15 H -1.32 1.19 -3.38  0.18
16 H 0.28 1.19 -0.85  0.20
17 H -1.51 1.32 -1.14  0.20
18 H -0.40 -1.13 -2.20  0.20
19 H -1.83 -0.94 -1.27  0.20
20 H -0.49 -2.27 0.10  0.21
21 H 1.01 -1.51 -0.47  0.23
22 H -0.76 0.23 1.28  0.24
23 H -1.21 -1.65 2.65  0.22
24 H 0.43 -2.28 2.43  0.21
25 H -0.46 0.07 3.95  0.17
26 H 0.96 -0.91 4.27  0.19

## Properties
HOMO-LUMO gap: 9.8 eV
E_HOMO: -9.0 eV
SMILES string: NCCCC[C@H]1CCOC1=O

(iii)
Density functional theory data (ωB97M-V/def2-TZVPD) for a 2-piece molecular cluster, C8H15NO2 overall.

Each line ends with the natural charge from an NBO analysis.
Positions of all 26 atoms, in Å:
1 C -0.46 -2.19 -1.52  -0.37
2 C 0.52 -1.37 -1.89  0.09
3 C 0.46 -0.16 -2.74  -0.68
4 N 1.87 -1.52 -1.25  0.50
5 O 2.11 -2.42 -0.49  -0.35
6 O 2.67 -0.64 -1.59  -0.40
7 H -1.34 -2.06 -2.03  0.22
8 H -0.08 -2.98 -0.80  0.25
9 H 1.49 -0.09 -3.23  0.27
10 H 0.15 0.59 -1.99  0.24
11 H -0.42 -0.25 -3.47  0.22
12 C -0.30 2.07 0.31  -0.66
13 C 0.38 0.90 0.84  -0.23
14 C -0.28 0.03 1.59  0.02
15 C -1.77 0.02 1.63  -0.65
16 C 0.43 -1.18 2.22  -0.64
17 H -1.12 2.42 0.99  0.23
18 H -0.49 2.04 -0.79  0.21
19 H 0.31 3.13 0.47  0.21
20 H 1.45 0.72 0.62  0.21
21 H -2.24 0.91 1.85  0.22
22 H -2.20 -0.73 2.39  0.21
23 H -2.28 -0.29 0.72  0.22
24 H 1.44 -1.04 2.34  0.22
25 H 0.02 -1.34 3.22  0.21
26 H 0.35 -2.22 1.74  0.22

## Properties
HOMO-LUMO gap: 8.5 eV
E_HOMO: -8.9 eV
SMILES string: C=C(C)[N+](=O)[O-].CC=C(C)C

Computed energies relative to the best structure, in kcal/mol: (i) 0.0; (ii) 28.4; (iii) 138.9